{
  "formula": "C20H57O15",
  "method": "ωB97M-V/def2-TZVPD",
  "symbols": ["C", "C", "O", "H", "H", "H", "H", "H", "C", "C", "C", "O", "H", "H", "H", "H", "H", "H", "H", "H", "C", "C", "C", "O", "H", "H", "H", "H", "H", "H", "H", "H", "C", "C", "O", "O", "H", "H", "H", "H", "H", "H", "C", "C", "O", "O", "H", "H", "H", "H", "H", "H", "C", "C", "O", "O", "H", "H", "H", "H", "H", "H", "C", "C", "O", "O", "H", "H", "H", "H", "H", "H", "C", "C", "O", "O", "H", "H", "H", "H", "H", "H", "C", "C", "O", "O", "H", "H", "H", "H", "H", "H"],
  "coordinates": [[-1.13027, -0.18954, -0.41249], [0.06441, 0.74723, -0.35095], [0.83187, 0.68279, 0.79811], [-1.79701, -0.03403, -1.26772], [-1.70419, -0.12787, 0.51433], [-0.77510, -1.22130, -0.55551], [-0.39076, 1.76385, -0.48798], [0.72954, 0.75639, -1.24026], [-4.54820, -1.14429, -2.52489], [-5.50533, -0.49001, -1.53759], [-5.13228, -0.68860, -0.09454], [-5.46633, 0.94285, -1.72789], [-4.47509, -2.23439, -2.43596], [-3.54948, -0.74197, -2.36573], [-4.89744, -0.96943, -3.54592], [-6.55046, -0.80899, -1.67705], [-5.84669, -0.14091, 0.51812], [-4.14166, -0.28740, 0.14200], [-5.07063, -1.74397, 0.16747], [-5.72618, 1.21865, -2.61130], [0.80701, 0.70562, -4.42906], [2.23295, 1.19482, -4.25249], [3.12049, 0.12031, -3.65061], [2.70802, 1.63167, -5.54284], [0.10813, 1.49833, -4.72892], [0.42080, 0.40860, -3.45131], [0.69109, -0.04334, -5.21493], [2.16365, 2.07761, -3.59836], [4.14748, 0.48645, -3.53354], [3.16630, -0.79759, -4.23218], [2.77951, -0.06563, -2.62700], [3.60042, 1.97714, -5.45732], [2.77136, -0.60642, 4.15089], [4.01901, -1.36644, 4.47448], [4.31965, -2.30338, 3.41880], [3.02881, 0.22712, 3.05129], [2.54610, -0.02610, 5.06401], [1.96971, -1.30429, 3.89133], [3.86385, -1.94394, 5.40397], [4.87548, -0.71865, 4.71505], [4.66950, -3.09192, 3.83222], [2.24419, 0.37128, 2.50412], [-1.25759, 3.92808, -0.92673], [-2.53982, 3.23336, -0.55595], [-3.29591, 3.02490, -1.76152], [-1.54410, 5.22902, -1.46392], [-0.80583, 3.37735, -1.76288], [-0.54280, 3.94127, -0.10870], [-3.09667, 3.85248, 0.16617], [-2.33463, 2.30198, -0.00957], [-4.02748, 2.43394, -1.52068], [-2.37592, 5.11121, -1.94156], [2.49417, -2.58557, 0.42408], [3.49945, -3.62101, -0.01336], [4.72328, -3.49419, 0.73734], [2.95346, -1.27534, 0.13715], [2.37695, -2.69311, 1.52043], [1.47627, -2.74858, 0.05487], [3.74196, -3.45507, -1.07270], [3.03512, -4.59000, 0.21362], [5.14207, -4.35101, 0.80121], [2.15516, -0.69649, 0.18799], [-1.33436, -3.67700, 0.65543], [-2.71515, -3.45339, 0.04627], [-2.93205, -4.30841, -1.08590], [-1.08528, -4.99425, 1.07783], [-1.32929, -2.93973, 1.47105], [-0.58415, -3.41670, -0.08709], [-2.80379, -2.40614, -0.24808], [-3.40564, -3.68109, 0.87558], [-3.88650, -4.39075, -1.18998], [-1.85719, -5.31621, 1.55726], [2.89506, 3.79868, 0.85726], [3.33666, 3.08739, -0.40979], [3.63580, 1.69613, -0.18586], [1.60249, 3.36444, 1.28638], [2.85023, 4.88141, 0.73016], [3.62020, 3.49709, 1.64086], [4.24491, 3.54444, -0.81887], [2.51494, 3.17477, -1.14660], [2.77714, 1.23949, -0.06580], [1.47366, 2.39250, 1.17997], [-0.98598, 0.18126, 3.78244], [-1.88303, 1.27509, 3.23567], [-1.17397, 2.21760, 2.43231], [-0.66689, -0.79747, 2.80271], [-1.50554, -0.33550, 4.59335], [-0.06937, 0.65648, 4.15567], [-2.32326, 1.83426, 4.06542], [-2.66663, 0.81767, 2.60996], [-0.51033, 1.71758, 1.89624], [-0.18201, -0.30317, 2.08898]],
  "mulliken_charge": [-0.278, 1.672, 1.491, -0.005, -0.015, 0.274, -1.697, -0.549, -1.026, 0.548, -0.906, -0.564, 0.228, 0.204, 0.459, 0.202, 0.414, -0.096, 0.365, 0.279, -1.157, 0.886, -0.763, -0.599, 0.324, 0.128, 0.400, -0.107, 0.344, 0.325, -0.006, 0.320, -0.053, -0.769, -0.382, -0.617, 0.248, 0.173, 0.406, 0.279, 0.242, 0.151, -0.306, 0.501, -0.590, -0.625, 0.179, 0.216, 0.364, -0.255, 0.289, 0.350, 0.804, -0.714, -0.451, -0.755, 0.015, -0.361, 0.263, 0.363, 0.252, -0.243, -0.096, 0.217, -0.566, -0.552, 0.331, -0.094, -0.296, 0.413, 0.287, 0.338, -0.486, -0.084, -0.523, -0.533, 0.383, 0.185, 0.457, -0.059, 0.071, 0.169, -0.387, -0.165, -0.529, -0.451, 0.461, 0.112, 0.438, -0.059, 0.081, -0.134],
  "multiplicity": 1,
  "energy_ev": -52375.293,
  "relative_energy_kcal_mol": 21.6,
  "total_charge": -1,
  "homo_ev": -5.7107,
  "mol_weight_da": 537.7
}